No. 1
19
Properties=species:S:1:pos:R:3:mulliken_charge:R:1 method="wB97M-V/def2-TZVPD" e_homo_ev="-13.56 / -13.50" e_tot_ev=-22218.232 spin_multiplicity=1 smiles="C[C@H]1c2[nH][n+](=O)sc2[C@@H]1C" relative_energy_kcal_mol=107.2 charge=+1
C -1.80131 0.94074 -1.21928 -1.2271
C -0.53843 0.12102 -0.76948 -0.3043
C 0.59562 0.70428 0.10954 -0.0454
N 1.37051 1.78330 0.35187 -0.0245
N 2.02603 1.77224 1.57683 0.3990
O 2.97350 2.48602 1.88891 -0.4370
S 1.76073 -0.02108 2.30986 0.0677
C 0.60303 -0.30458 1.01620 -0.1702
C -0.55657 -1.01330 0.35355 0.7496
C -0.26793 -2.47963 -0.05912 -1.1171
H -2.29308 1.32828 -0.30125 0.3586
H -2.34098 0.17840 -1.75589 0.3572
H -1.39616 1.74331 -1.87775 0.3275
H -0.17212 -0.30437 -1.66907 0.4165
H 1.73105 2.43620 -0.33619 0.2873
H -1.39606 -1.03379 0.98289 0.4483
H 0.65526 -2.67715 0.54549 0.2851
H 0.06266 -2.33474 -1.12785 0.3087
H -1.01577 -3.32514 -0.01926 0.3202

No. 2
75
Properties=species:S:1:pos:R:3:mulliken_charge:R:1 method="wB97M-V/def2-TZVPD" e_homo_ev="-6.24 / -6.81" e_tot_ev=-61384.094 spin_multiplicity=3 relative_energy_kcal_mol=143.8
O -2.65758 1.13649 -6.91146 -0.5930
H -3.60599 1.05942 -6.93644 0.3044
Pt -1.32763 0.44966 -1.91210 1.9558
N -1.06504 1.81153 -0.47458 0.2026
N 0.64019 1.06901 -2.07493 0.3225
N -2.23407 -0.71579 -0.48949 0.2786
N -0.56967 -1.46511 -2.05109 0.1393
O -2.02723 2.06595 0.34521 -0.9486
O -3.09691 -0.19221 0.37323 -0.6482
O 0.49540 -1.84688 -2.72369 -0.6823
O 1.52238 0.43781 -2.71988 -0.9183
C 0.88890 2.29307 -1.55579 0.8512
C -0.09746 2.74768 -0.65847 0.1131
C -2.35524 -2.02802 -0.70771 0.2233
C -1.39245 -2.44863 -1.66370 0.3275
C -0.14057 4.01112 0.11458 -1.2921
H -0.04110 3.84349 1.18578 0.0450
H -1.07444 4.57314 -0.03053 0.3345
H 0.69832 4.65708 -0.17158 0.3549
C 2.13406 2.93539 -1.95913 -1.6288
H 2.34358 2.75615 -3.00811 0.3803
H 2.97120 2.54074 -1.39381 0.0747
H 2.10750 4.00165 -1.77803 0.5161
C -3.33594 -2.83812 0.06061 -1.5009
C -1.16504 -3.84118 -2.10796 -1.5526
H -4.32195 -2.34332 0.10888 0.3468
H -3.02454 -3.02558 1.10070 0.2374
H -3.44181 -3.81266 -0.42341 0.3889
H -0.80766 -3.85404 -3.13617 0.4102
H -2.07017 -4.45753 -2.07132 0.5129
H -0.41883 -4.35898 -1.50270 0.1637
H -2.77034 0.77159 0.52601 0.4320
H 1.04232 -0.99220 -2.79086 0.5075
C -2.84085 0.79374 -2.73257 -0.7996
H -2.78400 0.43889 -6.19789 0.2879
H -3.20812 0.28861 -3.65980 0.2464
H -3.14640 1.86121 -2.82050 0.3581
O -4.96721 3.53929 -3.39852 -0.6204
H -5.87397 3.21366 -3.52266 0.3059
H -5.07578 4.16572 -2.65535 0.3102
O 0.68993 -0.56038 -0.28212 -0.0941
P 1.27504 -0.58086 1.11513 1.5811
C 2.87893 0.24026 1.15140 0.4688
C 3.46019 0.66126 2.36003 -0.4150
C 4.68581 1.32701 2.34171 -0.7498
C 5.34029 1.56275 1.12893 -0.5478
C 4.78026 1.10896 -0.07036 -0.4352
C 3.56250 0.43092 -0.05780 -0.6967
C 0.13413 0.31606 2.17474 0.8381
C -1.05995 -0.32630 2.53401 -0.7176
C -2.02415 0.37373 3.25789 -0.7569
C -1.78151 1.70059 3.63855 -0.6435
C -0.58853 2.34132 3.27101 -0.4615
C 0.37567 1.64598 2.54030 -0.9395
C 1.41653 -2.24982 1.77277 0.4371
C 1.48427 -3.33096 0.87817 -0.3297
C 1.61809 -4.62713 1.38032 -0.8218
C 1.69799 -4.84439 2.76136 -0.5141
C 1.64065 -3.76534 3.64796 -0.6530
C 1.49514 -2.46881 3.15848 -0.3560
H 2.95542 0.47381 3.30956 0.3558
H 5.12427 1.67156 3.28016 0.3967
H 6.28826 2.10597 1.11600 0.3800
H 5.29080 1.28252 -1.01976 0.4533
H 3.14000 0.05877 -0.99434 0.3895
H -1.20486 -1.38021 2.29147 0.3323
H -2.96287 -0.11930 3.51435 0.3970
H -2.54009 2.25058 4.19562 0.3689
H -0.41225 3.38554 3.54072 0.4429
H 1.31724 2.12650 2.26102 0.5585
H 1.42955 -3.15891 -0.19932 0.4849
H 1.65567 -5.47232 0.69169 0.4137
H 1.79667 -5.85953 3.15301 0.3708
H 1.70018 -3.93096 4.72611 0.4004
H 1.43482 -1.63072 3.85644 0.3152

No. 3
19
Properties=species:S:1:pos:R:3:mulliken_charge:R:1 method="wB97M-V/def2-TZVPD" e_homo_ev="-5.52 / -8.34" e_tot_ev=-8913.382 spin_multiplicity=2 relative_energy_kcal_mol=41.6
C 1.36776 -0.72131 -2.44526 -1.0652
C 0.86457 -1.63956 -1.35911 -0.0766
C 0.39430 -0.80191 -0.30079 -0.6242
C -0.73443 -0.82109 0.47115 0.1422
N -0.79676 0.07174 1.57914 -0.0926
C -1.91810 0.31202 2.26658 -0.5022
H 1.71751 -1.25749 -3.48233 0.2562
H 2.21979 -0.01383 -2.14049 0.2760
H 0.45072 -0.06505 -2.67436 0.2889
H 1.66854 -2.37814 -0.96527 0.2010
H -0.03216 -2.27690 -1.82878 0.2168
H 1.10332 -0.00965 0.00179 0.0484
H -1.57743 -1.51742 0.16765 0.2550
H 0.13211 0.59844 1.60509 0.2391
H -2.78123 -0.30929 1.92916 0.1536
H -2.32664 0.95747 3.10531 0.2940
H -0.04913 3.76358 1.97932 0.2913
H 0.31402 3.12652 0.59513 0.3016
O -0.01676 2.98187 1.49608 -0.6032

No. 4
85
Properties=species:S:1:pos:R:3:mulliken_charge:R:1 method="wB97M-V/def2-TZVPD" e_homo_ev=-9.69 e_tot_ev=-107732.826 spin_multiplicity=1 smiles="C[N+](=O)[O-].C[N+](=O)[O-].C[N+](=O)[O-].O=C1CCCO1.O=C1CCCO1.O=C1CCCO1.O=C1CCCO1.ClCCCl.ClCCCl"
C -4.99721 0.09045 1.64972 -0.7311
N -4.56516 1.36594 1.03718 0.9218
O -5.25988 2.32787 1.18984 -0.5664
O -3.51994 1.36295 0.41590 -0.4389
H -5.35181 -0.52574 0.85573 0.2867
H -5.70267 0.33910 2.45734 0.3129
H -4.09501 -0.38690 2.06400 0.1934
C -1.70971 3.08706 2.41331 -0.2448
N -2.36354 2.87291 3.71955 1.0180
O -1.69895 3.07330 4.75207 -0.6045
O -3.50033 2.47972 3.74371 -0.5849
H -1.31760 2.12116 2.17485 0.0377
H -0.90364 3.84480 2.55679 0.2340
H -2.52993 3.33972 1.76623 0.1989
C -2.60775 -3.93033 1.92617 -0.4406
N -1.68598 -4.10161 0.72769 0.9538
O -0.51046 -4.33081 0.92875 -0.5520
O -2.17415 -3.92970 -0.35558 -0.5666
H -2.51662 -4.88013 2.46535 0.2682
H -3.58672 -3.69054 1.55805 0.2356
H -2.18041 -3.12788 2.57161 0.1021
O -0.86066 -1.41420 2.52911 -0.2345
C -0.38946 -1.10100 3.54714 0.5128
C 0.41096 0.20161 3.90800 0.2708
C 1.14081 -0.28167 5.16040 -0.6725
C 0.18709 -1.18315 5.79058 -0.4910
O -0.57906 -1.79517 4.69128 -0.4462
H 1.07883 0.46880 3.09643 -0.1043
H -0.27820 1.01354 4.15302 -0.0004
H 2.01948 -0.76861 4.82937 0.3119
H 1.46230 0.53892 5.81491 0.3506
H 0.67552 -1.92315 6.38785 0.3674
H -0.60722 -0.75892 6.44689 0.2630
O 5.33806 -0.12127 3.03810 -0.6059
C 5.07690 0.21478 1.93633 0.3522
C 5.81051 1.27269 1.12961 -0.3935
C 5.41727 1.06104 -0.33680 -0.5936
C 4.03908 0.34712 -0.14056 0.2091
O 4.14251 -0.34631 1.14780 -0.3717
H 5.62497 2.32829 1.41752 0.2516
H 6.83087 1.01013 1.26496 0.2799
H 5.32121 1.96657 -0.95294 0.3635
H 6.06658 0.37812 -0.86466 0.2790
H 3.23812 1.09709 -0.14925 0.1214
H 3.98639 -0.39520 -0.93908 -0.0294
O 3.85201 0.36535 -3.30588 -0.5318
C 3.51706 -0.16583 -4.32070 0.5488
C 4.19935 0.01798 -5.70082 -0.5832
C 3.18039 -0.48910 -6.72343 -0.5577
C 2.39713 -1.53022 -5.86761 -0.4172
O 2.45766 -0.96487 -4.49073 -0.3287
H 4.50400 1.03239 -5.84915 0.3376
H 5.01913 -0.62602 -5.85032 0.3080
H 2.48171 0.23675 -7.10656 0.2887
H 3.67502 -0.91828 -7.56073 0.3417
H 1.29520 -1.65004 -6.10843 0.2712
H 2.87174 -2.50788 -5.86867 0.2701
O -0.13009 0.81483 0.69430 -0.5965
C 0.47684 -0.14424 0.34745 0.1415
C 0.13149 -0.99048 -0.87180 0.1973
C 1.40491 -1.82119 -1.00214 0.4425
C 1.97872 -1.89151 0.40932 -0.4361
O 1.44678 -0.65510 1.03263 -0.2831
H -0.65206 -1.66293 -0.56907 -0.5341
H -0.06304 -0.22452 -1.58277 0.6258
H 1.27714 -2.85138 -1.38461 0.5161
H 2.08862 -1.26398 -1.64649 -0.6802
H 1.66932 -2.76437 0.92783 0.3958
H 3.11529 -1.91671 0.46070 0.1754
Cl -3.56817 0.41097 -3.32325 -0.1382
C -4.54696 -0.99280 -2.94588 -0.5873
C -4.33705 -1.54969 -1.53036 1.0473
Cl -5.67303 -2.44060 -0.75952 -0.2403
H -4.38459 -1.69105 -3.71675 0.3972
H -5.58627 -0.60443 -3.05615 0.2915
H -4.14988 -0.78572 -0.82388 -0.8387
H -3.46139 -2.24483 -1.44627 0.0975
Cl -0.47646 3.26964 -2.36917 -0.2011
C -2.26590 3.45346 -2.09416 0.2825
C -2.57990 4.73511 -1.30034 -0.2683
Cl -2.33377 6.23438 -2.17300 -0.1948
H -2.74305 2.62149 -1.67522 -0.4116
H -2.70390 3.50586 -3.08526 0.4185
H -2.10396 4.78466 -0.31436 0.1347
H -3.65538 4.65351 -0.97303 0.2758

No. 5
30
Properties=species:S:1:pos:R:3:mulliken_charge:R:1 method="wB97M-V/def2-TZVPD" e_homo_ev=-11.26 e_tot_ev=-39827.066 spin_multiplicity=1 relative_energy_kcal_mol=30.9 charge=+1
C 1.73349 -4.51386 -0.53879 -1.3709
C 1.25684 -3.03424 -0.20800 -0.2611
I 2.42860 -1.62712 -1.43712 0.1025
C -0.31252 -2.74028 -0.49647 -0.5987
I -0.59778 -1.24819 -2.08365 0.2852
P -1.34852 -4.25740 -0.84684 0.4978
F -1.98189 -4.81523 0.60569 -0.2304
H 1.78532 -4.73329 -1.66027 0.3940
H 2.81011 -4.60087 -0.16609 0.3615
H 1.12953 -5.33227 -0.03406 0.4510
H 1.52355 -2.78216 0.87218 0.4180
H -0.73688 -2.24707 0.44617 0.4600
H -2.45171 -3.85333 -1.68589 0.2157
H -0.68284 -5.29784 -1.55724 0.2321
C -1.68757 3.32851 -0.82988 -0.7022
O -1.06964 4.31118 -0.01428 -0.3791
C -1.13789 3.98888 1.37284 -0.4716
C 0.18620 3.43035 1.87717 -0.5083
O 0.46850 2.15916 1.29306 -0.3437
C 1.41816 2.24677 0.24146 -0.3898
H -1.40780 3.52344 -1.86654 0.2566
H -1.36387 2.31834 -0.56630 0.2724
H -2.77628 3.40181 -0.74067 0.3392
H -1.95844 3.29144 1.57205 0.3088
H -1.35204 4.91962 1.90573 0.3891
H 0.11378 3.27586 2.95794 0.3685
H 1.00346 4.13459 1.69264 0.3276
H 2.41796 2.40469 0.65709 0.3536
H 1.17857 3.04961 -0.46066 0.3376
H 1.41159 1.29890 -0.30124 -0.1151

No. 6
18
Properties=species:S:1:pos:R:3:mulliken_charge:R:1 method="wB97M-V/def2-TZVPD" e_homo_ev=-3.00 e_tot_ev=-9457.784 spin_multiplicity=1 relative_energy_kcal_mol=51.8 charge=-1
C 0.97568 0.13418 0.50495 -0.3913
O 2.31532 0.04878 0.70096 -0.9200
C 0.47266 -0.89971 -0.52166 -0.5396
C -1.03520 -1.21457 -0.40593 -0.5655
C -1.87052 0.01494 -0.53512 -0.0153
C -2.74996 0.19407 -1.51942 -0.7617
H 0.64864 1.12770 0.08889 0.1619
H 0.43710 0.16192 1.48028 0.1893
H 0.64511 -0.50061 -1.52482 0.2051
H 1.11016 -1.76420 -0.32936 0.3153
H -1.18547 -1.73366 0.53309 0.3093
H -1.29491 -1.86777 -1.24724 0.2343
H -1.68696 0.82807 0.16307 0.2973
H -2.87678 -0.64311 -2.19550 0.2480
H -3.51761 0.95418 -1.51018 0.2741
H 3.46319 1.76018 2.87419 0.2433
H 2.92179 1.30239 1.43814 0.4482
O 3.22777 2.09726 2.00567 -0.7327